# 1
A molecular structure, C16H27N4O2S2Ti. Source: OMol25; level of theory: wB97M-V/def2-TZVPD.

Calculated values
LUMO level = -11.193 eV
HOMO-LUMO gap = 0.2178 Ha

ORCA input file:
```
! RIJCOSX wB97M-V def2-TZVPD def2/J DEFGRID3
* xyz 3 1
Ti 0.740 -0.448 0.313
C 2.788 -0.280 3.964
C 1.896 0.276 2.921
O 1.609 -0.407 1.884
N 1.354 1.479 3.063
C 0.238 1.976 2.264
C 0.530 2.417 0.831
C 0.749 3.753 0.513
C 0.841 4.137 -0.821
C 0.654 3.178 -1.812
C 0.466 1.860 -1.433
N 0.426 1.479 -0.138
H 2.539 -1.334 4.131
H 2.724 0.254 4.909
H 3.829 -0.268 3.633
H 1.635 2.045 3.859
H -0.176 2.833 2.801
H -0.541 1.184 2.230
H 0.835 4.494 1.293
H 1.032 5.170 -1.079
H 0.659 3.450 -2.859
H 0.320 1.068 -2.176
C 5.988 -0.351 0.110
O 4.606 -0.168 -0.234
C 3.823 -1.205 -0.309
S 4.024 -2.731 0.219
S 2.347 -0.800 -1.253
H 6.382 0.641 0.319
H 6.514 -0.784 -0.744
H 6.098 -1.002 0.978
C -4.386 -1.653 -2.932
C -3.684 -2.571 -1.935
N -2.933 -1.832 -0.924
C -3.740 -1.078 0.036
C -3.536 0.431 -0.106
C -1.622 -1.802 -0.883
C -0.792 -2.379 -1.986
N -0.958 -1.260 0.160
H -4.863 -2.268 -3.691
H -3.677 -0.993 -3.426
H -5.164 -1.054 -2.466
H -3.015 -3.249 -2.461
H -4.429 -3.173 -1.408
H -3.531 -1.416 1.058
H -4.788 -1.304 -0.159
H -2.508 0.758 0.101
H -4.207 0.941 0.579
H -3.797 0.752 -1.111
H -1.133 -2.046 -2.967
H -0.839 -3.472 -1.970
H 0.259 -2.099 -1.847
H -1.591 -1.146 0.963
*
```

=====

# 2
3 unconnected molecules or ions with the total composition C16H27NO8. Source: OMol25; level of theory: wB97M-V/def2-TZVPD.

Calculated values
LUMO level = 0.476 eV
HOMO-LUMO gap = 0.3577 Ha

ORCA input file:
```
! RIJCOSX wB97M-V def2-TZVPD def2/J DEFGRID3
* xyz 0 1
C 3.401 5.531 -1.778
C 2.069 5.388 -1.687
C 1.429 4.300 -0.843
C 1.087 3.175 -1.829
C 1.644 1.887 -1.240
C 2.063 0.801 -2.212
C 3.211 1.185 -3.126
N 3.523 0.541 -4.169
C 2.683 2.426 -0.227
O 3.588 1.897 0.335
O 2.393 3.726 0.023
H 4.033 5.458 -0.900
H 3.857 5.709 -2.747
H 1.365 6.050 -2.187
H 0.557 4.645 -0.283
H 1.614 3.363 -2.770
H 0.040 3.143 -2.132
H 0.892 1.428 -0.582
H 1.209 0.636 -2.878
H 2.253 -0.150 -1.713
H 3.790 2.079 -2.882
H 2.894 -0.256 -4.286
C 0.374 -6.215 0.773
C 1.157 -5.408 -0.239
O 0.822 -4.009 -0.192
C 1.336 -3.332 0.834
O 2.054 -3.769 1.692
O 0.898 -2.072 0.747
C 1.299 -1.239 1.842
H -0.697 -6.056 0.640
H 0.591 -7.276 0.654
H 0.631 -5.923 1.791
H 0.905 -5.724 -1.250
H 2.232 -5.532 -0.109
H 2.378 -1.256 1.972
H 0.801 -1.560 2.756
H 0.993 -0.224 1.603
C -6.552 0.583 1.975
C -5.508 0.399 3.055
O -4.609 -0.682 2.761
C -3.689 -0.427 1.833
O -3.533 0.618 1.255
O -2.959 -1.527 1.659
C -1.971 -1.421 0.626
H -7.091 -0.350 1.806
H -7.265 1.354 2.270
H -6.094 0.880 1.033
H -5.983 0.123 3.995
H -4.940 1.314 3.225
H -1.330 -0.559 0.790
H -2.459 -1.346 -0.346
H -1.385 -2.327 0.659
*
```

=====

# 3
A molecular structure, C16H28AsN4O4Ru. Source: OMol25; level of theory: wB97M-V/def2-TZVPD.

Calculated values
LUMO level (spin up / spin down) = -7.736 / -7.518 eV
expectation value of S² = 0.77
HOMO-LUMO gap (spin up / spin down) = 0.2710 / 0.2789 Ha

ORCA input file:
```
! RIJCOSX wB97M-V def2-TZVPD def2/J DEFGRID3
* xyz 2 2
Ru 0.120 -0.168 -0.155
N 0.163 0.337 1.992
C -0.662 -0.590 2.827
C -0.280 -2.027 2.497
C -1.446 -2.852 1.984
C -1.981 -2.273 0.684
N -0.908 -2.150 -0.346
H 1.114 0.290 2.345
H -0.158 1.293 2.090
H -1.704 -0.376 2.592
H -0.527 -0.389 3.889
H 0.199 -2.523 3.341
H 0.468 -1.983 1.704
H -2.273 -2.901 2.695
H -1.101 -3.878 1.837
H -2.386 -1.268 0.819
H -2.800 -2.898 0.327
H -1.307 -1.998 -1.268
H -0.370 -3.012 -0.366
C -2.583 3.742 -0.558
C -1.702 2.617 -0.258
N -1.013 1.734 -0.011
H -3.122 4.036 0.341
H -3.296 3.446 -1.327
H -1.993 4.583 -0.917
C 3.422 -1.125 -1.541
As 2.561 -0.314 -0.033
C 3.208 1.496 0.001
C 3.459 -1.106 1.473
H 4.493 -0.972 -1.416
H 3.082 -0.651 -2.457
H 3.208 -2.191 -1.572
H 4.296 1.452 -0.055
H 2.913 1.986 0.928
H 2.808 2.041 -0.846
H 4.525 -1.034 1.261
H 3.186 -2.152 1.593
H 3.247 -0.566 2.395
O -0.670 -0.274 -2.121
C 0.242 0.417 -2.677
O 1.083 0.941 -1.888
C 0.326 0.565 -4.129
C 1.173 1.518 -4.699
C 1.234 1.649 -6.076
C 0.472 0.816 -6.889
C -0.345 -0.127 -6.297
C -0.445 -0.269 -4.932
N -1.149 -1.031 -7.154
O -1.144 -0.812 -8.343
O -1.751 -1.925 -6.594
H 1.767 2.159 -4.061
H 1.876 2.394 -6.525
H 0.503 0.893 -7.967
H -1.108 -1.010 -4.513
*
```

=====

F_max values, unit eV/A, following the record order: 2.784 1.401 2.273.
ΔE to the lowest compared entry with this formula, charge and spin values, unit kJ/mol, following the record order: 41.2 40.5 159.3.